1.
Below is a structure of composition C4H10N4, with properties calculated with ωB97M-V/def2-TZVPD.

The calculation puts the highest occupied orbital energy at -7.713 eV. As for the HOMO-LUMO gap: 8.564 eV. The value obtained for the largest force on an atom is 0.79 eV/A. Its LUMO energy is 0.85 eV. The spin multiplicity is 1.

```
18
C4H10N4 ωB97M-V/def2-TZVPD
C 0.77812 -0.64199 1.90567
C 0.41377 -0.69321 -0.98563
C 0.20772 0.64695 -0.57833
C -0.22871 -0.65933 0.79125
N -0.48571 -1.16943 -1.88435
N 1.29307 1.42068 -0.15387
N -0.85712 1.42587 -1.09100
N -1.37922 -1.14870 0.97898
H -0.42393 -2.13881 -2.15010
H -1.21627 -0.61205 -2.31603
H -0.69021 2.42066 -1.16613
H -1.77189 1.30985 -0.67150
H 2.13008 0.87779 -0.00054
H 1.09991 2.04799 0.61713
H -1.94777 -1.15962 0.12773
H 0.53675 -1.43644 2.60957
H 1.78502 -0.80025 1.52634
H 0.75638 0.31004 2.44081
```


2.
Below is the molecule C4H10N4 in a non-equilibrium geometry, with properties calculated with ωB97M-V/def2-TZVPD.

The calculation puts the highest occupied orbital energy at -7.788 eV. As for the HOMO-LUMO gap: 8.747 eV. The value obtained for the largest force on an atom is 1.89 eV/A. Its LUMO energy is 0.96 eV. The spin multiplicity is 1. The SMILES is C/C=C/N(N)/C=N\N.

```
18
C4H10N4 ωB97M-V/def2-TZVPD
C -2.94987 -0.15693 -0.09203
C -1.48175 -0.00447 -0.34436
C -0.58226 -0.79083 0.25384
N 0.81302 -0.71874 0.09778
N 1.51874 -1.92105 0.14036
C 1.43594 0.30317 -0.59105
N 1.27719 1.56268 -0.34841
N 0.36442 1.94086 0.58561
H -3.42278 -0.38558 -1.09318
H -3.38002 0.81586 0.24218
H -3.32511 -0.91544 0.63801
H -1.18058 0.74501 -1.05985
H -0.87903 -1.62648 0.89440
H 1.00906 -2.70700 -0.32731
H 1.78388 -2.26113 1.07568
H 2.22211 -0.01142 -1.25697
H 0.60402 2.88460 0.81045
H 0.22247 1.30967 1.39085
```